--- A ---
# C5H12N2O

C5H12N2O in the gas phase (wB97M-V/def2-TZVPD, OMol25).

Atoms and positions in Å:
1 C 1.183 -1.040 1.937
2 N 0.596 -0.970 0.618
3 C -0.412 0.071 0.422
4 C -1.780 -0.244 1.041
5 C -0.535 0.336 -1.057
6 N 0.702 0.899 -1.545
7 C 0.923 1.445 -2.760
8 O 0.076 1.681 -3.594
9 H 1.993 -0.310 2.042
10 H 1.575 -2.036 2.129
11 H 0.463 -0.830 2.747
12 H 0.263 -1.847 0.254
13 H 0.000 0.972 0.872
14 H -2.429 -0.721 0.309
15 H -1.701 -0.908 1.892
16 H -2.286 0.660 1.373
17 H -0.789 -0.589 -1.571
18 H -1.347 1.042 -1.232
19 H 1.520 0.655 -1.014
20 H 1.983 1.733 -2.863

Results
**Kohn-Sham gap**: 9.971 eV
**Multiplicity**: 1
**SMILES**: CN[C@H](C)CNC=O
**Total charge**: 0
**Lowest unoccupied orbital energy**: 0.89 eV

--- B ---
# C5H12N2O

2 unconnected molecules or ions with the total composition C5H12N2O (wB97M-V/def2-TZVPD, OMol25).

Atoms and positions in Å:
1 C -1.532 -0.557 -1.508
2 N -0.733 -0.823 -0.337
3 C -0.245 -2.055 -0.059
4 C 0.643 -2.082 1.172
5 O -0.524 -3.040 -0.705
6 H -0.977 0.039 -2.237
7 H -2.445 -0.031 -1.235
8 H -1.792 -1.519 -1.951
9 H -0.340 -0.018 0.128
10 H 1.451 -1.361 1.074
11 H 0.055 -1.837 2.053
12 H 1.060 -3.077 1.289
13 C 0.742 2.173 -0.892
14 C 1.094 1.865 0.352
15 N 0.370 2.185 1.484
16 H 1.389 1.963 -1.721
17 H -0.191 2.666 -1.108
18 H 2.042 1.386 0.561
19 H 0.512 1.625 2.307
20 H -0.576 2.495 1.335

Results
**Kohn-Sham gap**: 9.498 eV
**Multiplicity**: 1
**SMILES**: CNC(C)=O.C=CN
**Total charge**: 0
**Lowest unoccupied orbital energy**: 0.73 eV

So which one is most stable? That would be A, about 0.235 eV below the next structure.

--- A ---
# C5H14NO

2 unconnected molecules or ions with the total composition C5H14NO (wB97M-V/def2-TZVPD, OMol25).

Atoms and positions in Å:
1 C 0.621 1.766 0.344
2 C 1.057 1.190 -0.978
3 C 0.564 -0.294 -1.107
4 C 1.282 -1.420 -0.995
5 C 0.601 -2.753 -1.027
6 N -0.883 1.559 0.563
7 H 0.670 2.850 0.466
8 H 1.112 1.247 1.160
9 H 2.141 1.066 -0.884
10 H 0.770 1.719 -1.885
11 H -0.279 -0.285 -1.810
12 H 2.269 -1.358 -0.565
13 H 0.584 -3.249 -1.993
14 H -0.492 -2.692 -0.914
15 H 0.946 -3.469 -0.278
16 H -1.166 1.036 -0.267
17 H -1.461 2.390 0.678
18 H -1.032 1.050 1.450
19 H -2.450 0.569 2.998
20 H -2.531 -0.864 2.755
21 O -2.324 -0.058 2.286

Results
**Kohn-Sham gap**: 9.762 eV
**Multiplicity**: 1
**Total charge**: +1
**Lowest unoccupied orbital energy**: -3.29 eV

--- B ---
# C5H14NO

2 unconnected molecules or ions with the total composition C5H14NO (wB97M-V/def2-TZVPD, OMol25).

Atoms and positions in Å:
1 C -1.745 1.644 -0.773
2 C -0.444 1.030 -0.278
3 C -0.697 -0.454 0.225
4 C 0.485 -1.137 0.868
5 C 1.100 -2.168 -0.055
6 O 1.134 -1.604 -1.344
7 N 0.120 1.953 0.678
8 H -2.470 1.700 0.053
9 H -1.633 2.717 -0.913
10 H -2.212 1.044 -1.549
11 H 0.267 1.015 -1.131
12 H -1.506 -0.413 0.950
13 H -0.938 -0.980 -0.696
14 H 1.217 -0.290 1.102
15 H 0.200 -1.594 1.817
16 H 0.413 -3.016 -0.024
17 H 2.092 -2.497 0.241
18 H 1.672 -0.792 -1.324
19 H 2.130 0.136 -0.241
20 H 1.122 1.800 0.797
21 H -0.307 1.907 1.599

Results
**Kohn-Sham gap**: 5.298 eV
**Multiplicity**: 1
**Total charge**: +1
**Lowest unoccupied orbital energy**: -9.16 eV

--- C ---
# C5H14NO

2 unconnected molecules or ions with the total composition C5H14NO (wB97M-V/def2-TZVPD, OMol25).

Atoms and positions in Å:
1 C 1.787 -0.359 -1.246
2 N 0.354 -0.797 -1.372
3 C 0.265 -2.277 -1.228
4 H 1.847 0.724 -1.484
5 H 2.105 -0.587 -0.230
6 H 2.359 -0.945 -1.971
7 H 0.055 -0.546 -2.321
8 H -0.304 -0.355 -0.696
9 H 0.783 -2.726 -2.109
10 H -0.778 -2.554 -1.181
11 H 0.779 -2.587 -0.293
12 O -1.900 -0.206 -0.022
13 C -1.799 0.352 1.059
14 C -1.393 1.755 1.312
15 C 0.083 1.738 1.707
16 H -1.866 -0.251 1.954
17 H -1.984 2.084 2.179
18 H -1.673 2.438 0.472
19 H 0.125 1.106 2.574
20 H 0.472 2.722 1.965
21 H 0.683 1.273 0.931

Results
**Kohn-Sham gap**: 11.160 eV
**Multiplicity**: 1
**Total charge**: +1
**Lowest unoccupied orbital energy**: -3.00 eV

So which one is most stable? That would be C, about 0.681 eV below the next structure.

--- A ---
# C5H14NO

A gas-phase ion, C5H14NO (charge +1) (wB97M-V/def2-TZVPD, OMol25).

Atoms and positions in Å:
1 C 1.367 -1.186 -1.542
2 C 0.903 0.277 -1.757
3 C 0.598 1.036 -0.382
4 C -0.309 0.200 0.596
5 N -1.692 0.201 0.038
6 C -0.336 0.351 2.096
7 O -1.089 -0.783 2.451
8 H 0.417 -1.670 -1.472
9 H 1.954 -1.318 -0.625
10 H 1.836 -1.538 -2.453
11 H 1.688 0.731 -2.325
12 H 0.001 0.490 -2.319
13 H 1.519 1.281 0.130
14 H 0.122 1.963 -0.779
15 H 0.017 -0.826 0.319
16 H -1.752 -0.204 -0.917
17 H -2.349 -0.345 0.673
18 H -2.199 1.156 -0.059
19 H -0.775 1.273 2.586
20 H 0.757 0.182 2.455
21 H -0.679 -1.270 3.287

Results
**Kohn-Sham gap**: 11.447 eV
**Multiplicity**: 1
**SMILES**: CCC[C@H]([NH3+])CO
**Total charge**: +1
**Lowest unoccupied orbital energy**: -3.47 eV

--- B ---
# C5H14NO

3 unconnected molecules or ions with the total composition C5H14NO (wB97M-V/def2-TZVPD, OMol25).

Atoms and positions in Å:
1 C 3.268 -0.666 0.027
2 C 2.185 -0.159 0.969
3 C 1.115 0.634 0.356
4 C -0.196 0.133 0.041
5 C -1.074 0.912 -0.680
6 N -2.294 0.241 -1.416
7 H 2.898 -1.014 -0.960
8 H 3.899 -1.474 0.422
9 H 3.727 0.374 -0.252
10 H 2.596 0.276 1.952
11 H 1.635 -1.118 1.251
12 H 2.380 1.273 -0.756
13 H 1.064 1.613 0.722
14 H -0.438 -0.850 0.450
15 H -0.947 1.921 -1.094
16 H -2.776 -0.324 -0.778
17 H -1.877 -0.222 -2.209
18 H -2.973 0.906 -1.787
19 H -3.764 -0.249 1.693
20 H -4.550 -1.445 1.146
21 O -3.878 -0.761 0.903

Results
**Kohn-Sham gap**: 8.427 eV
**Multiplicity**: 1
**Total charge**: +1
**Lowest unoccupied orbital energy**: -4.04 eV

--- C ---
# C5H14NO

2 unconnected molecules or ions with the total composition C5H14NO (wB97M-V/def2-TZVPD, OMol25).

Atoms and positions in Å:
1 C -1.404 1.088 -2.042
2 O -2.234 0.619 -3.075
3 C -0.520 -0.099 -1.726
4 N 0.489 0.273 -0.664
5 H -2.012 1.367 -1.173
6 H -0.817 1.955 -2.370
7 H -2.967 1.219 -3.258
8 H -1.104 -0.925 -1.325
9 H 0.006 -0.470 -2.603
10 H 0.038 0.626 0.183
11 H 1.062 1.031 -1.044
12 H 1.086 -0.517 -0.428
13 C 0.185 -1.206 2.269
14 C 1.532 -0.520 2.296
15 C 2.254 -0.349 3.388
16 H 0.185 -1.983 1.500
17 H -0.039 -1.691 3.214
18 H -0.620 -0.493 2.053
19 H 1.877 -0.165 1.333
20 H 3.238 0.101 3.360
21 H 1.871 -0.626 4.361

Results
**Kohn-Sham gap**: 9.693 eV
**Multiplicity**: 1
**Total charge**: +1
**Lowest unoccupied orbital energy**: -3.62 eV

--- D ---
# C5H14NO

2 unconnected molecules or ions with the total composition C5H14NO (wB97M-V/def2-TZVPD, OMol25).

Atoms and positions in Å:
1 C -1.084 1.816 -0.963
2 C -1.276 0.756 0.186
3 C 0.147 0.584 0.866
4 C 1.079 -0.490 0.411
5 C 0.299 -1.977 2.218
6 N 0.755 -1.786 1.050
7 H -0.516 2.692 -0.663
8 H -0.439 1.421 -1.765
9 H -2.068 1.979 -1.364
10 H -1.990 1.010 0.976
11 H -1.766 -0.069 -0.293
12 H 0.481 1.629 0.814
13 H -0.083 0.724 1.954
14 H 1.145 -0.640 -0.690
15 H 2.078 -0.123 0.663
16 H -0.152 -2.933 2.488
17 H 0.274 -1.193 2.992
18 H 0.866 -2.615 0.458
19 H -0.016 -0.527 -3.060
20 H 1.353 0.129 -3.477
21 O 0.914 -0.387 -2.803

Results
**Kohn-Sham gap**: 9.504 eV
**Multiplicity**: 1
**Total charge**: +1
**Lowest unoccupied orbital energy**: -4.98 eV

So which one is most stable? That would be A, about 0.145 eV below the next structure.

--- A ---
# C5H14NO

2 unconnected molecules or ions with the total composition C5H14NO (wB97M-V/def2-TZVPD, OMol25).

Atoms and positions in Å:
1 C 1.535 -0.607 -0.259
2 C 0.152 -1.027 -0.648
3 C -0.947 -0.336 0.195
4 C -1.522 -1.129 1.080
5 C -2.694 -0.899 2.011
6 N 1.664 0.848 0.201
7 H 2.367 -0.579 -1.142
8 H 1.907 -1.137 0.677
9 H 0.003 -2.186 -0.725
10 H -0.330 -0.695 -1.692
11 H -1.312 0.660 0.130
12 H -1.165 -2.145 1.343
13 H -2.365 -1.436 2.970
14 H -3.478 -1.364 1.536
15 H -3.054 0.102 2.211
16 H 0.893 1.045 0.924
17 H 1.445 1.463 -0.653
18 H 2.548 1.089 0.604
19 H 0.884 3.183 -1.952
20 H 1.933 2.276 -2.725
21 O 1.116 2.221 -2.147

Results
**Kohn-Sham gap**: 9.759 eV
**Multiplicity**: 1
**Total charge**: +1
**Lowest unoccupied orbital energy**: -3.33 eV

--- B ---
# C5H14NO

A gas-phase ion, C5H14NO (charge +1) (wB97M-V/def2-TZVPD, OMol25).

Atoms and positions in Å:
1 C -1.712 1.860 -0.300
2 C -0.788 0.779 0.225
3 N 0.466 1.637 0.972
4 C -0.227 -0.186 -0.870
5 C -0.032 -1.702 -0.442
6 C 1.433 -2.226 -0.192
7 O 1.755 -1.409 0.983
8 H -1.267 2.246 -1.170
9 H -1.915 2.519 0.615
10 H -2.710 1.780 -0.724
11 H -1.150 0.217 1.030
12 H 0.095 1.751 1.871
13 H 0.526 2.479 0.388
14 H 1.321 1.210 1.056
15 H 0.575 0.207 -1.490
16 H -0.978 -0.256 -1.730
17 H -0.406 -2.142 -1.371
18 H -0.681 -1.682 0.388
19 H 1.339 -3.240 -0.036
20 H 2.055 -1.909 -0.977
21 H 2.303 -1.931 1.773

Results
**Kohn-Sham gap**: 10.761 eV
**Multiplicity**: 1
**SMILES**: C[C@H]([NH3+])CCCO
**Total charge**: +1
**Lowest unoccupied orbital energy**: -3.12 eV

--- C ---
# C5H14NO

2 unconnected molecules or ions with the total composition C5H14NO (wB97M-V/def2-TZVPD, OMol25).

Atoms and positions in Å:
1 C 1.700 1.886 -0.191
2 C 2.591 0.631 -0.031
3 C 1.995 -0.677 -0.653
4 C 0.698 -1.075 -0.018
5 C -0.443 -0.394 0.022
6 N -1.700 -0.978 0.501
7 H 1.065 2.054 0.679
8 H 2.389 2.722 -0.297
9 H 1.036 1.891 -1.056
10 H 3.514 0.826 -0.568
11 H 2.781 0.464 1.023
12 H 1.806 -0.583 -1.721
13 H 2.790 -1.396 -0.476
14 H 0.612 -2.059 0.442
15 H -0.552 0.630 -0.303
16 H -1.498 -1.986 0.587
17 H -2.052 -0.647 1.381
18 H -2.419 -1.065 -0.226
19 H -5.000 0.067 1.035
20 H -4.932 -0.237 -0.453
21 O -4.381 -0.076 0.322

Results
**Kohn-Sham gap**: 10.959 eV
**Multiplicity**: 1
**Total charge**: +1
**Lowest unoccupied orbital energy**: -3.32 eV

--- D ---
# C5H14NO

2 unconnected molecules or ions with the total composition C5H14NO (wB97M-V/def2-TZVPD, OMol25).

Atoms and positions in Å:
1 C -1.033 -0.631 1.718
2 C -0.792 -0.029 0.355
3 C 0.614 0.482 0.090
4 C 0.908 1.559 1.146
5 C 1.440 2.740 0.718
6 N -1.122 -1.135 -0.675
7 H -0.786 0.072 2.513
8 H -0.434 -1.537 1.847
9 H -2.058 -0.865 2.017
10 H -1.533 0.745 0.148
11 H 1.294 -0.326 0.404
12 H 0.721 0.949 -0.885
13 H 1.167 1.107 2.101
14 H 0.996 3.711 0.923
15 H 1.893 2.713 -0.277
16 H -0.504 -1.141 -1.508
17 H -0.974 -2.022 -0.193
18 H -2.093 -1.079 -0.975
19 H 0.956 -1.042 -3.419
20 H 0.889 -2.556 -3.108
21 O 0.450 -1.714 -2.941

Results
**Kohn-Sham gap**: 8.999 eV
**Multiplicity**: 1
**Total charge**: +1
**Lowest unoccupied orbital energy**: -3.10 eV

So which one is most stable? That would be C, about 0.865 eV below the next structure.